# 1
{
  "formula": "C14H15CoN2O3",
  "method": "ωB97M-V with the def2-TZVPD basis set",
  "elements": ["Co", "C", "C", "O", "C", "C", "C", "N", "N", "C", "O", "C", "C", "C", "C", "C", "C", "H", "H", "H", "H", "H", "H", "H", "H", "H", "H", "H", "H", "C", "C", "O", "H", "H", "H"],
  "xyz": [[-0.884, -1.093, 0.004], [-4.932, -0.320, 0.003], [-3.460, 0.013, 0.004], [-2.684, -1.009, 0.007], [-3.030, 1.321, 0.003], [-1.670, 1.723, 0.003], [-1.306, 3.181, 0.001], [-0.711, 0.833, 0.004], [0.582, 1.270, 0.003], [1.383, 0.234, 0.001], [0.912, -0.983, -0.001], [2.829, 0.394, 0.001], [3.639, -0.748, 0.002], [5.017, -0.634, 0.002], [5.623, 0.617, 0.001], [4.824, 1.755, 0.000], [3.446, 1.649, 0.000], [-5.048, -1.402, 0.003], [-5.427, 0.089, -0.880], [-5.428, 0.088, 0.886], [-3.774, 2.107, 0.001], [-2.198, 3.807, 0.000], [-0.696, 3.409, -0.874], [-0.696, 3.412, 0.875], [3.145, -1.712, 0.003], [5.631, -1.527, 0.004], [6.703, 0.704, 0.001], [5.292, 2.733, -0.001], [2.819, 2.531, 0.000], [-2.102, -3.801, -0.018], [-0.768, -3.021, 0.005], [0.251, -3.695, 0.023], [-1.905, -4.878, -0.019], [-2.678, -3.520, -0.903], [-2.701, -3.527, 0.853]],
  "charge": -1,
  "fmax_ev_per_a": 2.3,
  "homo_lumo_gap_ev": [6.8, 6.8],
  "e_tot_ev": -61512.40593,
  "de_lowest_kcal_mol": 2.5,
  "multiplicity": 2,
  "s_squared": 0.760,
  "homo_energy_ev": [-3.55, -3.57],
  "lumo_ev": [3.2, 3.2]
}

=====

# 2
{
  "formula": "C20H29N3O4",
  "method": "ωB97M-V with the def2-TZVPD basis set",
  "elements": ["C", "C", "O", "C", "C", "C", "C", "N", "C", "C", "C", "O", "N", "C", "C", "C", "N", "C", "C", "O", "C", "C", "C", "C", "O", "C", "C", "H", "H", "H", "H", "H", "H", "H", "H", "H", "H", "H", "H", "H", "H", "H", "H", "H", "H", "H", "H", "H", "H", "H", "H", "H", "H", "H", "H", "H"],
  "xyz": [[2.129, -0.958, -4.615], [3.268, -1.589, -3.819], [2.820, -2.252, -2.653], [2.471, -1.534, -1.553], [2.586, -0.157, -1.402], [2.192, 0.457, -0.225], [1.682, -0.286, 0.834], [1.254, 0.331, 2.022], [0.404, -0.373, 2.965], [-0.194, 0.750, 3.828], [-1.507, 1.194, 3.177], [-2.562, 0.687, 3.501], [-1.401, 2.125, 2.210], [-2.528, 2.524, 1.396], [-2.294, 2.215, -0.081], [-1.996, 0.730, -0.327], [-2.047, 0.462, -1.755], [-3.332, -0.029, -2.226], [-3.524, -1.526, -1.947], [-2.469, -2.291, -2.492], [-1.221, -1.867, -1.983], [-0.989, -0.382, -2.281], [0.924, 1.783, 3.813], [1.591, 1.577, 2.458], [2.281, 2.390, 1.884], [1.585, -1.671, 0.689], [1.970, -2.280, -0.485], [1.384, -1.714, -4.852], [2.519, -0.544, -5.541], [1.646, -0.167, -4.048], [4.032, -0.843, -3.570], [3.740, -2.379, -4.411], [2.979, 0.464, -2.191], [2.294, 1.525, -0.131], [0.995, -1.064, 3.579], [-0.371, -0.939, 2.442], [-0.440, 0.390, 4.828], [-0.502, 2.486, 1.937], [-3.392, 1.972, 1.774], [-2.710, 3.596, 1.527], [-1.462, 2.810, -0.462], [-3.185, 2.497, -0.642], [-2.713, 0.124, 0.243], [-0.995, 0.496, 0.044], [-4.133, 0.544, -1.757], [-3.368, 0.136, -3.308], [-4.438, -1.894, -2.416], [-3.585, -1.703, -0.861], [-0.465, -2.487, -2.468], [-1.180, -2.040, -0.896], [-0.031, -0.061, -1.871], [-0.976, -0.242, -3.367], [1.663, 1.566, 4.589], [0.594, 2.812, 3.948], [1.218, -2.286, 1.494], [1.895, -3.349, -0.598]],
  "smiles": "CCOc1ccc(N2C[C@H](C(=O)NCCCN3CCOCC3)CC2=O)cc1",
  "fmax_ev_per_a": 0.6,
  "homo_lumo_gap_ev": 8.7,
  "e_tot_ev": -33871.51583,
  "de_lowest_kcal_mol": 36.1,
  "homo_energy_ev": -8.03,
  "lumo_ev": 0.7
}

=====

# 3
{
  "formula": "C43H73Cl3NO20P",
  "method": "ωB97M-V with the def2-TZVPD basis set",
  "elements": ["C", "C", "Cl", "C", "Cl", "C", "C", "C", "C", "C", "O", "O", "C", "O", "C", "P", "O", "Cl", "C", "C", "C", "O", "C", "N", "C", "O", "H", "H", "H", "H", "H", "H", "H", "H", "H", "H", "H", "H", "H", "H", "H", "H", "H", "C", "C", "O", "C", "C", "O", "H", "H", "H", "H", "H", "H", "H", "H", "C", "C", "O", "C", "C", "O", "H", "H", "H", "H", "H", "H", "H", "H", "C", "C", "O", "C", "C", "O", "H", "H", "H", "H", "H", "H", "H", "H", "C", "C", "O", "C", "C", "O", "H", "H", "H", "H", "H", "H", "H", "H", "C", "C", "O", "C", "C", "O", "H", "H", "H", "H", "H", "H", "H", "H", "C", "C", "O", "C", "C", "O", "H", "H", "H", "H", "H", "H", "H", "H", "C", "C", "O", "C", "C", "O", "H", "H", "H", "H", "H", "H", "H", "H"],
  "xyz": [[-7.578, 4.873, -0.957], [-8.333, 4.100, 0.081], [-9.895, 4.739, 0.456], [-7.877, 3.013, 0.688], [-8.791, 2.148, 1.864], [-6.535, 2.455, 0.392], [-5.412, 2.971, 0.887], [-5.365, 4.143, 1.821], [-4.650, 3.824, 3.161], [-5.419, 4.391, 4.320], [-6.121, 3.760, 5.064], [-5.241, 5.739, 4.450], [-4.094, 2.372, 0.494], [-3.085, 2.846, 0.966], [-4.053, 1.258, -0.497], [-2.467, 0.601, -1.178], [-1.317, 0.975, -0.085], [-2.141, 2.151, -2.490], [-5.183, 0.709, -0.969], [-5.286, -0.418, -1.959], [-4.571, -1.742, -1.618], [-4.305, -1.803, -0.215], [-5.417, -2.956, -2.106], [-6.168, -3.663, -1.086], [-6.509, 1.254, -0.494], [-7.553, 0.730, -0.813], [-7.071, 5.735, -0.516], [-6.845, 4.250, -1.467], [-8.270, 5.260, -1.705], [-4.853, 4.970, 1.326], [-6.386, 4.464, 2.030], [-3.657, 4.272, 3.139], [-4.510, 2.758, 3.318], [-6.059, 6.110, 4.806], [-1.169, 0.232, 0.512], [-6.348, -0.634, -2.058], [-4.982, -0.073, -2.949], [-3.608, -1.771, -2.132], [-3.490, -2.292, -0.088], [-4.729, -3.674, -2.558], [-6.116, -2.604, -2.866], [-5.565, -4.188, -0.471], [-6.749, -3.041, -0.539], [2.363, 2.103, -2.877], [2.516, 0.596, -2.879], [1.379, -0.048, -3.471], [1.253, -0.217, -4.804], [2.230, 0.483, -5.713], [0.328, -0.866, -5.215], [2.310, 2.509, -3.887], [3.214, 2.561, -2.371], [1.445, 2.389, -2.359], [3.440, 0.272, -3.354], [2.552, 0.222, -1.859], [1.799, 1.434, -6.022], [2.382, -0.128, -6.600], [3.198, 0.678, -5.266], [-6.484, 3.257, -6.823], [-5.456, 2.207, -6.456], [-5.911, 1.349, -5.404], [-6.680, 0.260, -5.622], [-7.297, 0.035, -6.981], [-6.889, -0.474, -4.696], [-7.397, 2.808, -7.214], [-6.080, 3.928, -7.581], [-6.751, 3.842, -5.943], [-5.141, 1.619, -7.319], [-4.562, 2.679, -6.052], [-8.309, 0.440, -6.967], [-7.357, -1.038, -7.146], [-6.750, 0.482, -7.806], [3.826, -3.006, 2.282], [4.994, -3.195, 1.339], [4.713, -2.716, 0.016], [4.860, -1.428, -0.339], [5.120, -0.380, 0.719], [4.719, -1.132, -1.496], [3.595, -1.948, 2.421], [4.051, -3.434, 3.256], [2.936, -3.492, 1.890], [5.912, -2.745, 1.719], [5.196, -4.257, 1.201], [4.162, 0.055, 1.006], [5.735, 0.404, 0.285], [5.613, -0.752, 1.612], [0.655, -8.155, 2.528], [1.960, -7.410, 2.348], [1.863, -6.040, 2.755], [2.020, -5.644, 4.037], [2.076, -6.672, 5.139], [2.055, -4.462, 4.257], [0.361, -8.204, 3.576], [0.748, -9.174, 2.151], [-0.142, -7.652, 1.981], [2.788, -7.903, 2.858], [2.221, -7.360, 1.292], [1.077, -6.784, 5.559], [2.750, -6.311, 5.913], [2.438, -7.646, 4.825], [5.457, -4.999, 9.990], [4.128, -5.600, 9.583], [4.256, -6.507, 8.482], [4.597, -7.804, 8.634], [5.108, -8.291, 9.969], [4.535, -8.527, 7.677], [6.152, -5.759, 10.346], [5.311, -4.268, 10.785], [5.918, -4.500, 9.137], [3.620, -6.082, 10.419], [3.463, -4.821, 9.214], [6.197, -8.260, 9.948], [4.794, -9.324, 10.091], [4.757, -7.720, 10.824], [2.888, 4.399, 0.025], [3.382, 3.216, 0.826], [4.787, 2.991, 0.657], [5.730, 3.632, 1.379], [5.337, 4.800, 2.252], [6.872, 3.281, 1.261], [3.337, 5.339, 0.346], [1.806, 4.490, 0.120], [3.136, 4.255, -1.025], [3.130, 3.297, 1.885], [2.916, 2.303, 0.458], [5.497, 5.718, 1.686], [5.996, 4.807, 3.116], [4.308, 4.778, 2.600], [5.764, 5.417, -3.978], [5.843, 3.923, -4.207], [4.751, 3.437, -4.996], [4.745, 3.456, -6.347], [5.813, 4.218, -7.093], [3.846, 2.895, -6.910], [5.835, 5.974, -4.912], [6.574, 5.740, -3.323], [4.812, 5.673, -3.510], [6.796, 3.623, -4.646], [5.751, 3.391, -3.261], [5.425, 5.210, -7.325], [6.007, 3.695, -8.026], [6.751, 4.325, -6.554]],
  "smiles": "C/C(Cl)=C(/Cl)C1=C(CCC(=O)O)C(=O)C(P(O)Cl)=C(C[C@@H](O)CN)C1=O.CCOC(C)=O.CCOC(C)=O.CCOC(C)=O.CCOC(C)=O.CCOC(C)=O.CCOC(C)=O.CCOC(C)=O",
  "fmax_ev_per_a": 0.8,
  "homo_lumo_gap_ev": 7.3,
  "e_tot_ev": -135071.83520,
  "homo_energy_ev": -8.53,
  "lumo_ev": -1.2
}